Below is one molecule with the formula C21H20N4O3, with properties calculated with ωB97M-V/def2-TZVPD.

```
48
Properties=species:S:1:pos:R:3:forces:R:3:lowdin_charge:R:1
C 1.923 3.443 -1.115 0.0 0.3 -0.2 -0.065
H 2.688 4.042 -0.621 -0.1 0.0 -0.1 0.098
H 2.285 3.134 -2.099 0.0 0.0 0.0 0.101
H 1.013 4.040 -1.227 0.0 0.0 0.0 0.098
O 1.714 2.334 -0.270 -0.2 -0.4 0.1 -0.104
C 0.878 1.335 -0.672 -0.1 -0.2 0.0 -0.203
C 0.094 1.408 -1.820 0.1 0.3 0.0 -0.004
C -0.742 0.365 -2.176 0.0 -0.2 0.2 -0.018
C -0.795 -0.792 -1.409 0.2 0.1 0.1 -0.125
C 0.020 -0.882 -0.286 0.0 0.1 -0.1 0.064
C 0.832 0.168 0.112 0.0 0.0 -0.3 -0.036
C 1.674 -0.052 1.332 -0.2 0.3 0.1 -0.441
O 2.094 -1.153 1.627 0.1 -0.3 0.0 0.073
N 1.866 1.041 2.107 -0.1 0.2 0.2 0.090
H 1.618 1.945 1.736 0.0 -0.1 -0.1 0.131
C 2.807 1.030 3.211 0.0 -0.1 0.0 -0.124
C 4.122 1.608 2.764 0.1 0.0 0.0 -0.189
C 4.463 2.933 3.013 -0.2 -0.3 0.1 -0.115
N 5.574 3.500 2.578 0.2 0.5 0.1 0.055
C 6.410 2.766 1.864 0.2 -0.1 -0.1 -0.159
C 6.176 1.435 1.551 -0.1 0.0 0.0 -0.055
C 5.008 0.849 2.006 0.1 0.1 0.1 -0.013
H 4.773 -0.182 1.779 0.0 -0.1 0.0 0.118
H 6.887 0.874 0.964 0.1 0.0 0.0 0.101
H 7.305 3.273 1.529 0.1 0.0 -0.1 0.101
H 3.811 3.572 3.597 -0.1 0.0 0.1 0.111
H 2.927 -0.014 3.509 0.0 0.2 0.1 0.126
H 2.390 1.607 4.041 0.1 -0.1 0.0 0.123
H 0.027 -1.792 0.295 0.0 -0.1 0.0 0.135
C -1.650 -1.961 -1.762 -0.1 0.3 -0.2 -0.454
O -1.329 -3.108 -1.523 0.1 -0.3 0.2 0.073
N -2.814 -1.643 -2.388 -0.2 0.2 -0.2 0.075
H -3.117 -0.683 -2.409 0.1 0.0 0.1 0.138
C -3.795 -2.655 -2.728 0.0 -0.1 0.0 -0.130
C -4.881 -2.733 -1.688 -0.1 0.0 0.0 -0.191
C -6.163 -2.250 -1.924 0.4 -0.1 -0.1 -0.115
N -7.131 -2.269 -1.024 -0.5 0.2 0.0 0.056
C -6.865 -2.773 0.168 0.0 -0.1 0.2 -0.156
C -5.622 -3.282 0.519 0.1 0.0 -0.1 -0.054
C -4.613 -3.259 -0.428 -0.2 0.0 0.0 -0.015
H -3.627 -3.642 -0.206 0.1 0.0 0.0 0.115
H -5.451 -3.686 1.504 0.0 0.0 0.1 0.102
H -7.688 -2.767 0.871 0.0 0.0 0.1 0.102
H -6.431 -1.831 -2.886 0.1 0.0 -0.1 0.110
H -4.219 -2.426 -3.710 0.0 -0.1 0.1 0.122
H -3.252 -3.603 -2.773 -0.1 0.1 -0.1 0.129
H -1.323 0.452 -3.082 0.0 0.0 -0.1 0.115
H 0.129 2.283 -2.450 0.0 0.1 0.0 0.105
```
Positions in Å, forces in eV/Å.

Properties
Maximum force   0.549 eV/A
SMILES   COc1ccc(C(=O)NCc2cccnc2)cc1C(=O)NCc1cccnc1
Orbital gap   9.6 eV